i | Density functional theory data (wB97M-V/def2-TZVPD) for a 2-piece molecular cluster, C6H12O2 overall.

Geometry as XYZ:
```
20
Properties=species:S:1:pos:R:3:mulliken_charge:R:1
H -0.20 -1.20 -3.01 0.337
H 3.10 2.79 1.43 0.295
C 2.17 2.31 1.15 -0.969
H -5.54 1.91 3.50 0.324
C 2.18 1.11 0.61 0.669
C 0.79 -0.62 -0.70 -0.559
O -5.35 1.34 2.75 -0.643
H 0.17 0.56 0.92 0.244
C 1.00 0.30 0.24 0.065
H 0.53 -2.72 -2.46 0.340
H -1.31 -2.52 -2.59 0.356
H 3.21 -0.16 -0.43 0.283
O 3.37 0.62 0.09 -0.501
H -1.36 -0.85 -0.80 0.351
C -0.33 -2.06 -2.37 -1.235
H -4.40 1.15 2.70 0.318
H 1.63 -0.91 -1.36 0.147
C -0.45 -1.44 -0.95 -0.305
H 1.27 2.74 1.56 0.260
H -0.48 -2.33 -0.28 0.224
```

## Properties
Total charge: 0
E_LUMO (eV): 0.604
SMILES: C=C(O)/C=C/CC.O

ii | Density functional theory data (wB97M-V/def2-TZVPD) for a 3-piece molecular cluster, C6H12O2 overall.

Geometry as XYZ:
```
20
Properties=species:S:1:pos:R:3:mulliken_charge:R:1
H -3.29 -3.02 3.56 0.316
H -1.92 -2.51 3.55 0.313
C -3.24 0.15 -1.10 -0.781
H 3.71 2.25 -0.24 0.337
O 3.83 3.20 -0.12 -0.637
H -3.27 1.21 -1.35 0.222
H 1.59 1.12 0.50 0.278
H 0.49 -1.33 -0.77 0.300
H -0.72 1.44 -0.91 0.368
C 2.78 -0.21 -0.55 -0.945
C 0.34 -0.26 -0.66 -0.545
H 3.10 3.39 0.45 0.315
C -2.03 -0.43 -1.02 -0.148
H 3.72 -0.05 -0.02 0.358
H -4.25 -0.25 -1.08 0.282
H -2.22 -1.47 -0.72 0.266
H 3.10 -0.90 -1.35 0.236
O -2.47 -3.10 3.06 -0.629
C -0.84 0.36 -0.87 -0.029
C 1.62 0.42 -0.34 0.121
```

## Properties
Total charge: 0
E_LUMO (eV): 0.264
SMILES: C=C/C=C/C=C.O.O

Which is the most stable structure? i is the most stable.

i | Density functional theory data (wB97M-V/def2-TZVPD) for a 5-piece molecular cluster, C16H24FO12 overall.

Geometry as XYZ:
```
53
Properties=species:S:1:pos:R:3:mulliken_charge:R:1
C 2.47 0.34 -1.70 1.062
H 0.71 2.73 -0.54 -0.603
C 0.98 3.81 0.02 1.769
H -0.05 -2.54 4.84 0.375
H 1.60 -1.04 -0.13 -0.035
H 1.88 -0.05 -3.96 0.503
C 2.38 4.07 -0.47 -1.719
O -1.70 -4.20 2.47 -0.356
C -1.14 -4.54 1.31 0.711
C -2.95 0.03 -3.09 0.612
H 2.99 3.35 0.04 0.415
C -3.67 -1.78 -0.20 -1.064
O -3.85 -0.34 -2.19 -0.430
H -1.96 -2.17 2.79 0.250
H 2.53 4.27 -1.56 0.296
C -0.54 -3.38 4.33 -1.319
C -1.86 -0.29 -1.28 0.157
C -0.34 5.47 0.83 0.571
H 0.91 -2.63 2.22 0.233
H 2.75 5.01 -0.10 0.482
H 1.48 -1.62 -1.59 0.333
H -3.72 0.24 -0.54 0.655
O 0.19 4.90 -0.30 -0.417
O -1.78 -0.02 -2.67 -0.215
C -3.34 -0.52 -0.89 0.165
C 2.15 -1.06 -1.12 -0.263
C 4.30 -0.86 -1.58 0.634
C -0.17 -2.68 1.93 -0.222
H -1.18 -1.03 -0.97 -0.104
H -3.67 -2.72 -0.92 0.316
H 0.60 0.68 -3.25 0.162
C 0.86 3.80 1.51 -0.206
H -3.18 -1.87 0.78 0.007
O 5.50 -1.11 -1.76 -0.684
O -1.28 -5.67 0.91 -0.653
H 0.18 -4.27 4.20 0.297
O -3.31 0.39 -4.25 -0.696
O 0.05 4.86 1.91 -0.293
H -0.27 -1.75 1.51 0.079
H 2.18 0.94 -1.09 -0.114
O -1.19 6.39 0.73 -0.632
O -0.31 -3.70 0.87 -0.287
H -4.75 -1.93 0.10 0.413
O 3.90 0.37 -1.78 -0.340
H 0.31 2.84 1.79 0.109
O 3.42 -1.70 -1.14 -0.372
H -1.22 -3.32 5.18 0.369
F 0.41 0.67 0.94 -0.818
C -1.20 -3.01 2.98 0.498
H 1.77 3.80 2.34 0.177
H -1.39 0.54 -0.71 0.124
H 1.78 1.64 -3.53 0.404
C 1.74 0.62 -3.21 -1.337
```

## Properties
Total charge: -1
E_LUMO (eV): 2.461

ii | Density functional theory data (wB97M-V/def2-TZVPD) for a 5-piece molecular cluster, C16H24FO12 overall.

Geometry as XYZ:
```
53
Properties=species:S:1:pos:R:3:mulliken_charge:R:1
H -4.36 -4.36 2.55 0.405
H 1.14 -2.60 -4.89 0.261
O 7.20 0.75 3.52 -0.324
H -4.25 -2.54 -0.27 0.292
O 8.95 1.56 4.83 -0.548
H -1.45 -3.99 -5.09 0.356
C 6.28 1.25 2.56 -0.326
C -1.00 -3.69 -6.04 -1.256
H 5.27 1.00 2.89 0.269
C 0.68 -1.75 -5.38 -0.413
O -1.04 6.78 1.74 -0.547
H -0.06 -4.16 -6.32 0.352
O -6.14 -3.47 -0.64 -0.328
C -5.63 -2.90 1.50 0.379
C 8.11 1.70 3.96 0.649
H -1.82 -3.92 -6.71 0.314
H 0.07 3.19 2.27 0.229
C -0.93 2.78 4.03 -1.203
O -2.11 4.81 1.43 -0.341
H -5.82 -5.15 1.91 0.346
H -1.72 2.76 1.06 0.292
C -7.29 -3.22 -0.04 0.692
C -1.14 5.60 1.94 0.628
C -1.99 3.49 1.82 -0.401
C 1.10 -1.63 -7.55 0.668
H -0.79 3.38 4.92 0.317
H -2.93 3.13 2.25 0.311
O 1.59 -1.25 -6.35 -0.339
H 6.13 3.18 0.35 0.374
C 6.79 3.48 1.16 -1.252
H -0.18 1.99 3.92 0.332
C -0.56 -2.19 -6.10 0.372
C 6.66 2.74 2.53 0.372
O -6.96 -2.76 1.22 -0.371
C -4.96 -3.25 0.16 -0.399
O -0.09 -2.16 -7.46 -0.348
H -1.43 -1.56 -5.91 0.291
H -6.16 -4.18 3.12 0.388
O -0.54 4.93 2.90 -0.388
H 6.21 0.96 1.51 0.294
H -5.18 -2.05 2.01 0.361
F 1.05 -2.15 0.63 -0.996
H -1.84 2.18 4.06 0.318
H 0.58 -0.84 -4.78 0.291
O 1.78 -1.57 -8.53 -0.549
O 7.81 2.88 3.41 -0.348
O -8.43 -3.32 -0.53 -0.579
C -5.42 -4.22 2.32 -1.416
H 5.83 3.25 3.03 0.183
C -0.80 3.58 2.80 0.451
H 7.79 3.24 0.79 0.348
H 6.45 4.50 1.39 0.308
H -4.45 -4.21 0.10 0.228
```

## Properties
Total charge: -1
E_LUMO (eV): 2.038

Which is the most stable structure? ii is the most stable.

i | Density functional theory data (wB97M-V/def2-TZVPD) for C3H7N5 as an isolated structure.

Geometry as XYZ:
```
15
Properties=species:S:1:pos:R:3:mulliken_charge:R:1
H 1.44 -2.32 0.44 0.305
C -1.32 -0.42 -0.28 0.586
H -1.03 2.47 -0.46 0.268
H 2.99 -0.57 -0.49 0.304
N -0.70 -1.64 -0.26 -0.362
N 2.16 0.30 -0.47 -0.605
H -2.68 0.77 -0.34 0.243
H -0.57 2.10 1.08 0.247
H 2.53 1.18 0.40 0.335
N -0.34 1.83 0.09 -0.909
H -1.40 -2.15 0.18 0.262
N -0.20 0.38 -0.12 0.214
C 0.72 -1.51 0.37 -0.797
C 0.94 -0.25 -0.02 0.662
N -2.54 -0.15 -0.12 -0.754
```

## Properties
Total charge: 0
E_LUMO (eV): 0.516

ii | Density functional theory data (wB97M-V/def2-TZVPD) for C3H7N5 as an isolated structure.

Geometry as XYZ:
```
15
Properties=species:S:1:pos:R:3:mulliken_charge:R:1
H 0.07 2.33 -1.12 0.266
N -2.37 -0.37 -0.23 -0.688
C -1.22 -0.58 0.04 0.199
H -2.40 0.61 -0.32 0.319
H 2.48 1.04 0.04 0.230
H -0.39 2.88 0.68 0.286
N 0.70 -1.53 -0.16 -0.225
N -0.55 -1.85 0.26 -0.329
H -0.77 -2.71 -0.30 0.314
H 1.52 -2.42 -0.50 0.376
C 1.19 -0.36 0.05 0.279
C -0.18 0.46 0.39 0.222
H -0.16 0.71 1.44 0.266
N 2.43 -0.02 -0.11 -0.834
N -0.35 1.81 -0.16 -0.683
```

## Properties
Total charge: 0
E_LUMO (eV): 0.241

iii | Density functional theory data (wB97M-V/def2-TZVPD) for C3H7N5 as an isolated structure.

Geometry as XYZ:
```
15
Properties=species:S:1:pos:R:3:mulliken_charge:R:1
N 0.30 1.63 -0.02 -0.145
H -2.49 -0.62 0.94 0.431
H -2.41 0.06 -1.12 0.234
H -0.71 -0.31 1.93 0.220
H -1.29 -1.82 0.16 0.189
N 2.97 -0.32 0.11 -0.515
H 3.32 -1.23 0.00 0.233
N -0.18 0.57 -0.84 0.185
N 0.83 -0.57 -0.53 -0.317
C -1.56 0.46 -0.36 -0.320
C 1.94 0.26 -0.03 0.458
H 1.00 -0.91 -1.38 0.274
N 1.54 1.54 0.43 -0.418
C -1.47 -0.50 0.79 -0.827
H -1.80 1.75 -0.09 0.317
```

## Properties
Total charge: 0
E_LUMO (eV): -0.117

iv | Density functional theory data (wB97M-V/def2-TZVPD) for one molecule with the formula C3H7N5.

Geometry as XYZ:
```
15
Properties=species:S:1:pos:R:3:mulliken_charge:R:1
H 1.51 -2.07 -1.06 0.254
N -1.19 0.44 0.03 1.025
N -0.48 -0.64 0.13 -1.045
H 2.64 -1.30 0.19 0.376
H 1.14 -2.26 0.80 0.251
H -3.05 -0.16 0.94 0.273
H 2.34 2.51 -0.11 0.283
C -2.64 0.37 0.07 -0.701
H -2.90 -0.15 -0.83 0.305
C 1.64 -1.62 -0.03 -0.834
N 0.88 -0.34 0.01 0.388
C 1.38 0.85 -0.05 0.667
H -3.01 1.34 0.12 0.301
N 2.42 1.53 -0.14 -0.624
N -0.67 1.52 -0.08 -0.917
```

## Properties
Total charge: 0
E_LUMO (eV): 0.862

Which is the most stable structure? i is the most stable.

i | Density functional theory data (wB97M-V/def2-TZVPD) for C3H7N5 as an isolated structure.

Geometry as XYZ:
```
15
Properties=species:S:1:pos:R:3:mulliken_charge:R:1
H 1.02 -1.87 1.40 0.295
C -0.72 0.56 -2.00 -0.750
C 0.75 -1.43 0.35 -0.671
N -0.12 -0.34 0.53 -0.159
H 0.32 -2.39 -0.25 0.211
N 0.13 1.90 -0.22 -0.341
N 0.19 1.90 1.04 -0.360
C -0.04 0.59 1.52 0.511
H -0.25 -0.48 2.94 0.229
H -1.66 1.07 -2.05 0.311
H -0.04 0.79 -2.81 0.321
H -0.96 -0.48 -2.17 0.276
H 1.64 -1.11 -0.22 0.283
N -0.25 0.45 2.78 -0.630
N -0.02 0.84 -0.84 0.474
```

## Properties
Total charge: 0
E_LUMO (eV): 0.115

ii | Density functional theory data (wB97M-V/def2-TZVPD) for one molecule with the formula C3H7N5.

Geometry as XYZ:
```
15
Properties=species:S:1:pos:R:3:mulliken_charge:R:1
H -0.96 2.72 0.69 0.188
N -0.80 2.65 -0.30 -0.520
H 0.65 1.01 1.24 0.185
H 1.56 1.06 -0.24 0.288
H -1.30 3.41 -0.59 0.255
C 0.75 0.39 0.25 -0.188
C -0.25 -1.70 -0.12 0.108
N 1.97 -1.63 0.99 -0.844
N 0.84 -1.03 0.39 0.326
H 2.01 -1.22 1.94 0.266
N -1.13 -0.92 -0.62 -0.582
H 2.77 -1.43 0.42 0.252
C -0.62 0.34 -0.43 0.404
N -1.40 1.37 -0.71 -0.482
H -0.41 -2.81 0.08 0.344
```

## Properties
Total charge: 0
E_LUMO (eV): 0.651
SMILES: N/N=C1\CN(N)C=N1

Which is the most stable structure? ii is the most stable.